# 1
Density functional theory data (ωB97M-V/def2-TZVPD) for a cluster of 12 separate species, C14H52N10O12 in total in a non-equilibrium geometry.

Its spin multiplicity is 1. For the calculated total energy, the calculation gives -54828.1824 eV. The energy above the lowest of the compared OMol25 structures with the same formula, charge and spin is 665.3 kJ/mol. The HOMO energy is -8.7 eV. The molar mass comes out at 552.63 g mol⁻¹. The orbital gap is 8.59 eV. The calculation puts the largest force on an atom at 10.840 eV/A.

```
88
Properties=species:S:1:pos:R:3:forces:R:3
N 2.342 2.616 -2.152 -1.2 2.0 1.4
C 1.800 1.688 -2.948 -9.0 3.8 0.3
N 2.575 0.822 -3.433 2.7 -5.1 -2.0
O 0.465 1.724 -3.257 5.5 -0.2 1.2
H 1.754 3.336 -1.593 1.4 -1.9 -1.6
H 3.245 2.446 -1.755 0.2 0.0 0.3
H 2.211 -0.144 -3.818 0.5 2.6 0.8
H 3.420 0.817 -2.908 1.0 -0.5 -0.2
N 0.002 -3.307 3.896 0.4 3.1 4.7
C 0.031 -3.435 2.623 2.4 1.0 -3.0
N -0.552 -4.559 2.174 1.2 -0.6 -4.1
O 0.748 -2.555 1.890 -2.7 -3.3 1.6
H 0.318 -2.363 4.307 -0.3 -2.0 -0.5
H -0.438 -3.956 4.538 0.0 0.1 -0.6
H -0.147 -4.847 1.171 -2.0 0.3 3.1
H -1.102 -5.266 2.650 0.3 0.8 0.4
N 1.436 -1.342 -4.498 1.8 3.0 -7.4
C 0.840 -1.885 -3.527 -9.4 2.4 2.7
N 1.632 -2.592 -2.863 2.4 -5.0 6.6
O -0.457 -1.539 -3.209 5.9 -2.1 -1.1
H 0.832 -0.815 -5.124 0.2 0.0 0.0
H 2.238 -1.815 -4.935 -0.8 0.3 0.2
H 1.126 -2.934 -1.954 1.6 0.2 -1.7
H 2.676 -2.651 -2.919 -1.8 0.3 -0.3
N 2.201 2.504 2.799 1.4 -2.2 4.6
C 2.150 2.971 1.625 4.0 -1.3 -7.9
N 1.091 3.726 1.446 -2.1 2.2 -1.4
O 3.001 2.614 0.572 -3.9 1.8 5.4
H 2.879 1.870 3.159 0.6 -0.2 -0.4
H 1.653 2.940 3.496 -0.5 0.2 0.6
H 1.006 4.160 0.517 0.0 0.1 0.5
H 0.377 3.982 2.149 1.1 -0.5 -0.6
N -0.027 -3.254 -0.809 0.2 3.6 0.5
C -0.387 -4.503 -0.920 -7.8 -1.8 -7.3
N 0.325 -5.273 -0.200 4.8 -2.6 3.0
O -1.368 -5.033 -1.726 4.8 2.9 4.1
H -0.535 -2.497 -1.243 -0.7 -0.2 -0.7
H 0.476 -2.898 0.023 -0.3 -0.5 0.3
H 0.341 -6.247 -0.282 -0.5 -1.4 -0.5
H 1.204 -4.898 0.173 -0.3 -0.2 -0.5
C -0.923 -0.105 3.792 0.9 1.8 0.1
C 0.583 -0.029 3.959 0.2 -0.2 0.1
O 0.960 -0.957 4.953 -0.1 -1.1 1.1
H -1.401 -0.022 4.765 -0.1 0.3 0.1
H -1.282 -0.988 3.339 -0.1 -1.0 -0.7
H -1.175 0.744 3.142 -0.4 -0.3 0.2
H 0.928 0.915 4.367 -0.4 0.6 -0.4
H 1.140 -0.287 3.052 -0.3 0.3 -0.2
H 1.827 -0.781 5.314 0.3 0.0 -0.1
C -3.005 -2.339 1.130 0.0 -1.0 -0.3
C -3.042 -1.075 0.275 -1.2 -0.6 0.1
O -2.904 0.050 1.153 0.5 0.3 -1.1
H -3.826 -2.407 1.868 0.4 0.4 -0.3
H -2.055 -2.375 1.635 0.3 0.1 0.5
H -3.025 -3.309 0.569 -0.2 1.0 0.0
H -4.032 -1.102 -0.243 0.5 0.6 0.2
H -2.292 -1.099 -0.529 0.0 0.1 0.3
H -2.260 0.699 0.761 -0.9 -0.8 0.6
C 3.421 -0.931 -0.318 -0.3 2.0 -2.4
O 4.807 -1.151 -0.350 0.4 -0.7 -0.9
H 2.988 -1.022 -1.388 0.8 0.0 1.8
H 3.265 0.118 -0.021 -0.4 -0.2 0.0
H 2.907 -1.558 0.347 -0.8 -1.2 0.9
H 5.129 -1.043 0.534 0.4 0.1 0.6
C -0.457 4.190 -1.418 -2.7 1.4 -1.8
O 0.763 4.651 -1.044 2.7 2.0 0.6
H -0.722 4.602 -2.434 0.2 -1.2 0.8
H -1.233 4.580 -0.766 -0.2 -0.1 0.4
H -0.344 3.158 -1.336 -0.9 -1.9 -0.5
H 0.944 5.461 -1.517 0.4 0.3 0.1
C -3.630 3.401 -0.130 0.5 0.1 0.0
O -4.071 4.647 0.367 -1.7 -0.9 0.5
H -4.416 2.672 -0.249 -0.4 0.1 0.2
H -2.853 3.013 0.491 0.3 -0.7 0.9
H -3.110 3.533 -1.048 0.0 0.0 -1.3
H -3.382 5.246 0.190 1.1 1.3 -0.3
C 0.076 0.340 0.128 0.1 -1.2 -0.6
O -0.667 1.480 0.521 0.5 0.2 0.1
H -0.043 0.202 -0.954 -0.2 -0.3 0.1
H -0.248 -0.535 0.716 0.0 0.1 -0.4
H 1.150 0.440 0.285 0.0 0.4 0.2
H 0.002 2.001 0.964 -0.3 0.8 0.2
C -2.923 1.414 -2.883 -1.1 -1.0 -0.3
O -2.108 2.384 -3.492 -1.1 0.3 0.5
H -3.052 0.494 -3.536 0.4 0.8 0.8
H -3.928 1.850 -2.810 0.1 0.0 -0.1
H -2.696 1.087 -1.829 0.5 0.4 -0.9
H -1.194 2.117 -3.461 1.0 -0.4 0.1
```
Forces are in eV/Å.

# 2
Density functional theory data (ωB97M-V/def2-TZVPD) for a cluster of 13 separate species, C14H53N24O13 in total in a non-equilibrium geometry.

Its spin multiplicity is 1. For the calculated total energy, the calculation gives -77774.6490 eV. The energy above the lowest of the compared OMol25 structures with the same formula, charge and spin is 0.0 kJ/mol. The HOMO energy is -6.6 eV. The molar mass comes out at 765.73 g mol⁻¹. Its charge is -1. The orbital gap is 8.74 eV. The calculation puts the largest force on an atom at 3.918 eV/A.

```
104
Properties=species:S:1:pos:R:3:forces:R:3
C -15.577 -0.244 -11.710 0.7 2.4 -0.3
C -16.475 -0.238 -12.879 -1.4 -1.1 -1.7
O -17.700 0.469 -12.781 -0.7 -1.6 0.3
H -14.623 -0.560 -12.092 0.7 -0.4 0.2
H -15.888 -0.789 -10.869 -0.5 -0.9 1.0
H -15.439 0.804 -11.373 0.1 -0.4 0.0
H -16.785 -1.279 -13.117 0.2 0.4 0.1
H -15.986 0.120 -13.782 0.4 0.1 0.0
C -15.838 0.425 -8.160 -2.3 -2.9 0.5
O -16.040 -0.774 -8.476 0.0 0.8 0.1
N -16.750 1.088 -7.394 -0.9 -1.5 -0.3
N -14.766 1.079 -8.476 2.3 1.1 -0.5
H -16.542 2.008 -7.180 0.2 2.1 0.6
H -17.726 0.804 -7.430 0.3 0.2 -0.1
H -14.003 0.553 -8.837 0.3 -0.3 -0.4
H -14.574 2.030 -8.194 -0.2 0.4 -0.1
C -16.661 0.101 -18.045 0.0 3.1 0.0
O -17.820 0.549 -18.223 1.4 -1.0 -0.1
N -15.543 0.850 -18.427 0.5 -0.9 0.4
N -16.355 -0.956 -17.326 0.8 -1.3 0.2
H -14.537 0.658 -18.191 -1.8 -0.1 -0.3
H -15.799 1.606 -18.998 0.1 1.0 -0.6
H -17.158 -1.475 -17.042 -0.1 -0.9 0.5
H -15.362 -1.258 -17.287 -1.2 0.2 0.2
C -19.509 0.866 -9.474 0.2 0.6 0.7
O -19.830 0.678 -8.295 -0.2 -1.0 1.1
N -19.633 2.136 -9.940 0.0 0.6 -0.2
N -19.063 -0.124 -10.249 -0.5 -1.1 0.8
H -19.687 2.810 -9.200 -0.4 -0.1 0.5
H -19.089 2.563 -10.673 0.6 -0.6 -0.8
H -18.953 -1.061 -9.851 -0.1 0.9 -0.1
H -18.633 0.055 -11.110 0.8 0.3 -1.7
C -13.161 -1.478 -16.156 -0.7 1.0 0.0
O -13.468 -0.844 -17.171 0.5 -0.4 -0.4
N -12.449 -2.640 -16.206 0.5 -1.3 0.2
N -13.586 -1.032 -14.936 0.5 -0.6 0.9
H -12.276 -3.279 -15.400 -0.7 1.2 -0.7
H -12.350 -3.092 -17.119 -0.2 0.7 0.6
H -13.413 -1.682 -14.176 -0.1 0.4 0.1
H -13.797 -0.045 -14.716 0.2 -1.1 -0.7
C -19.217 -2.028 -14.926 0.2 3.5 -0.3
O -18.854 -2.736 -15.835 0.1 -1.0 -0.2
N -19.357 -0.623 -15.107 -0.7 -2.5 0.1
N -19.455 -2.419 -13.632 0.7 -1.0 -0.7
H -19.088 -0.296 -16.008 0.3 0.2 -0.6
H -19.126 -0.050 -14.334 0.4 0.6 0.8
H -19.353 -3.419 -13.563 -0.3 0.0 0.4
H -20.191 -1.979 -13.130 -0.4 0.3 0.3
C -19.245 -3.038 -7.187 -0.4 -1.7 -0.8
O -19.220 -4.275 -7.039 -1.0 0.3 -0.3
N -18.299 -2.341 -6.590 0.5 2.1 0.5
N -20.079 -2.350 -8.007 0.5 2.8 0.3
H -17.629 -2.870 -6.125 1.1 -1.0 0.8
H -17.999 -1.422 -6.843 -0.1 0.4 -0.3
H -20.923 -2.749 -8.337 -0.4 -0.6 -0.1
H -20.055 -1.272 -7.941 -0.2 -1.9 -0.2
C -17.635 4.093 -12.978 -0.8 -0.5 0.1
O -16.542 4.656 -12.748 0.7 -0.1 0.3
N -18.160 3.111 -12.261 0.7 0.2 0.9
N -18.327 4.558 -14.092 -1.5 -1.0 -0.6
H -17.618 1.400 -12.582 0.5 1.5 0.2
H -19.107 2.926 -12.526 -0.6 0.0 -0.6
H -17.690 5.036 -14.689 0.0 0.4 -0.7
H -19.033 3.919 -14.548 1.5 1.1 0.7
C -13.758 3.066 -14.257 -0.1 -1.3 -0.2
O -12.674 2.766 -14.782 -0.5 0.2 0.3
N -13.882 3.238 -12.903 0.5 0.1 -1.0
N -14.951 3.053 -14.989 0.0 0.8 1.5
H -14.762 3.457 -12.523 -1.3 0.3 0.3
H -13.186 2.911 -12.253 0.5 0.1 -0.2
H -15.789 3.496 -14.583 0.8 -0.5 -0.3
H -14.966 2.810 -15.961 0.4 0.1 -0.1
C -15.391 4.340 -9.268 0.6 -1.4 0.9
O -14.766 3.891 -8.279 -0.4 0.7 -0.5
N -16.718 4.033 -9.438 0.1 -0.6 0.4
N -14.808 5.050 -10.236 1.1 1.2 -1.4
H -16.999 4.008 -10.405 -0.4 -0.1 -0.5
H -16.910 3.147 -8.955 -0.1 0.7 -0.4
H -15.288 5.281 -11.125 0.2 -0.4 0.9
H -13.792 5.237 -10.200 -1.2 -0.4 0.2
C -16.622 -4.860 -9.886 0.0 -3.1 -0.4
O -16.198 -5.697 -10.687 0.7 -0.9 -1.3
N -17.167 -5.320 -8.751 -1.2 0.4 1.4
N -16.548 -3.596 -10.133 -0.9 2.6 1.2
H -17.876 -4.763 -8.229 0.6 -0.8 -0.3
H -17.326 -6.324 -8.795 0.0 0.6 0.1
H -16.713 -2.984 -9.378 -0.2 1.1 0.9
H -16.064 -3.180 -10.868 0.9 0.1 -1.6
C -14.046 -4.357 -12.895 -1.0 1.0 -1.1
O -13.164 -3.981 -13.649 1.0 0.5 -0.7
N -13.784 -4.989 -11.762 3.8 0.6 0.7
N -15.392 -4.067 -13.187 1.9 -0.1 0.0
H -12.745 -4.826 -11.510 -2.7 -0.9 -0.2
H -14.502 -5.335 -11.158 -0.6 -0.3 0.7
H -15.886 -4.716 -12.640 -1.8 -0.9 0.5
H -15.524 -4.141 -14.185 -0.3 0.1 0.0
C -10.885 1.405 -11.577 -0.3 0.2 0.4
O -11.559 2.220 -10.966 -0.3 0.1 0.2
N -10.689 1.425 -12.893 0.0 0.7 -1.2
N -10.246 0.358 -10.949 0.2 -0.2 -0.6
H -10.345 0.616 -13.342 0.3 -0.7 -0.4
H -11.173 2.083 -13.494 -0.3 0.1 0.1
H -10.300 0.476 -9.960 0.5 -0.2 0.5
H -9.365 0.108 -11.398 -0.4 -0.1 0.8
```
Forces are in eV/Å.

# 3
Density functional theory data (ωB97M-V/def2-TZVPD) for a structure of composition C14H56N6O14Rb in a non-equilibrium geometry.

Its spin multiplicity is 1. For the calculated total energy, the calculation gives -53682.2639 eV. The HOMO energy is -11.9 eV. The molar mass comes out at 618.10 g mol⁻¹. Its charge is +1. The orbital gap is 9.87 eV. The calculation puts the largest force on an atom at 3.751 eV/A.

```
91
Properties=species:S:1:pos:R:3:forces:R:3
Rb 10.270 9.209 14.008 0.1 0.2 0.4
C 7.124 9.919 12.222 -0.7 -0.1 -1.3
O 7.315 8.754 13.001 0.2 0.1 0.1
H 6.664 10.714 12.800 0.3 0.1 0.3
H 8.045 10.184 11.714 0.3 0.6 0.4
H 6.457 9.746 11.360 -0.2 -0.2 0.4
H 8.077 8.328 12.600 0.0 -0.5 0.0
C 6.955 7.359 17.410 -0.6 -0.5 1.2
O 5.528 7.351 17.513 0.5 0.3 -0.1
H 7.254 7.685 16.437 0.5 0.2 -0.6
H 7.385 7.946 18.227 0.1 0.5 -0.3
H 7.308 6.362 17.630 0.0 -0.4 -0.4
H 5.301 8.261 17.301 -0.5 -0.1 0.0
C 9.158 11.280 19.652 -0.3 0.4 -0.8
O 8.830 11.642 18.276 0.7 -1.1 0.7
H 9.862 11.994 20.075 0.0 0.1 0.0
H 8.244 11.236 20.250 0.2 -0.1 0.0
H 9.650 10.308 19.608 -0.2 0.0 -0.1
H 8.408 12.488 18.216 -0.3 0.7 0.3
C 13.047 6.967 14.527 1.0 -0.3 -0.4
O 14.267 6.948 13.697 -1.0 0.0 0.3
H 12.136 6.682 14.001 0.2 0.1 -0.6
H 13.137 6.230 15.304 0.1 -0.2 0.6
H 12.938 7.954 14.966 0.1 0.1 0.0
H 14.896 6.280 14.006 -0.5 0.2 0.0
C 8.839 13.431 14.375 2.2 -0.9 0.7
O 7.820 13.027 13.562 -2.3 0.0 -1.4
H 8.656 14.385 14.867 -0.1 0.2 -0.5
H 8.944 12.675 15.151 0.2 0.1 0.5
H 9.819 13.405 13.856 -0.3 0.6 0.2
H 8.052 12.487 12.798 0.5 0.2 0.4
C 12.655 7.492 10.592 -1.0 -1.0 -1.2
O 13.859 7.957 11.108 -0.2 0.9 -0.6
H 12.665 7.471 9.490 0.3 0.5 0.3
H 12.544 6.428 10.795 -0.2 -0.2 0.4
H 11.685 7.996 10.864 1.0 0.1 0.3
H 14.057 7.448 11.890 0.3 -0.2 0.9
C 8.821 5.808 13.108 0.2 0.5 -0.5
O 9.733 6.842 12.619 -0.1 -0.4 -0.3
H 9.141 5.512 14.112 -0.2 0.2 -0.3
H 7.824 6.244 13.077 -0.1 -0.2 0.5
H 8.807 4.953 12.439 0.2 -0.2 0.0
H 9.914 6.701 11.676 -0.2 0.0 0.4
C 13.792 9.929 17.271 0.8 -1.3 1.4
O 12.553 10.153 16.703 -1.5 0.8 0.1
H 14.318 10.753 17.770 -0.4 0.4 -0.6
H 13.639 9.208 18.100 0.1 0.1 -0.4
H 14.429 9.438 16.546 0.6 0.0 -0.1
H 12.649 10.603 15.850 0.3 0.0 -0.3
C 11.008 14.247 18.006 -0.9 1.1 0.4
O 11.835 13.185 17.898 1.8 -2.7 -0.4
H 11.631 15.002 18.465 0.0 0.8 -0.5
H 10.567 14.514 17.037 0.0 0.5 0.3
H 10.251 14.097 18.769 -0.8 -0.2 0.0
H 11.448 12.404 17.474 -0.1 0.4 0.2
C 7.065 10.688 15.822 1.3 -0.5 -0.2
O 8.541 10.506 15.875 -1.8 -0.3 -1.4
H 6.813 11.726 15.555 0.1 -0.3 0.3
H 6.608 10.023 15.066 0.7 0.2 0.2
H 6.700 10.359 16.789 -0.4 0.4 0.2
H 8.799 10.832 16.735 0.1 0.2 0.7
C 9.938 11.976 10.870 0.6 0.1 0.0
O 10.393 10.721 11.385 0.1 1.1 0.5
H 8.900 11.964 10.597 -0.8 -0.2 0.1
H 10.094 12.705 11.652 0.1 0.3 0.1
H 10.446 12.311 9.956 0.3 -0.2 0.3
H 10.121 10.081 10.739 -0.3 -1.1 -0.9
C 13.691 10.962 13.177 -0.7 -1.5 0.9
O 12.900 10.624 14.098 0.1 0.6 -1.0
N 14.940 11.342 13.500 0.6 0.8 -0.1
N 13.338 10.829 11.871 -0.6 0.4 0.6
H 15.062 11.563 14.475 0.0 -0.2 0.1
H 15.392 12.010 12.899 0.2 -0.1 -0.3
H 12.385 10.494 11.848 -0.1 0.1 -0.5
H 13.929 10.414 11.169 0.4 0.1 0.3
C 10.354 6.870 17.197 1.5 0.4 0.9
O 10.068 6.912 16.004 0.0 0.0 0.4
N 10.255 5.687 17.952 -0.8 1.4 -2.3
N 10.960 7.941 17.874 -0.9 -0.9 -0.4
H 10.733 5.675 18.823 0.4 -0.6 0.3
H 10.179 4.896 17.303 0.1 0.2 1.1
H 11.221 8.816 17.422 -0.3 -0.4 -0.2
H 10.920 7.963 18.877 0.1 -0.1 0.1
C 9.593 8.260 8.590 1.5 0.7 1.7
O 9.389 8.948 9.640 0.2 -1.3 -2.2
N 8.690 7.239 8.304 0.5 1.5 0.5
N 10.840 8.492 7.894 -3.4 -1.5 0.4
H 7.803 7.274 8.825 1.0 0.1 -0.5
H 8.792 6.513 7.627 0.3 0.0 -0.4
H 11.495 9.053 8.407 0.0 0.1 -0.2
H 11.046 8.116 6.969 -0.1 0.3 0.7
```
Forces are in eV/Å.

Q: Which of these has the highest calculated total energy?
A: C14H56N6O14Rb